Entry 1:
9
Properties=species:S:1:pos:R:3:forces:R:3:lowdin_charge:R:1 method="wB97M-V/def2-TZVPD" e_above_lowest_ev=1.715 homo_ev=-9.48 homo_lumo_gap_ev=9.61
P -1.231 -1.101 0.318 -0.536 -1.224 -0.948 0.5180
H -1.410 -1.656 1.569 -0.520 -0.554 0.742 -0.1845
H 2.473 -1.391 0.432 1.091 -0.391 -0.159 -0.0078
H -0.506 2.850 -1.887 0.653 -0.798 0.540 0.0208
C -0.066 2.049 -1.283 -1.189 1.859 -1.413 -0.0777
P 0.714 -0.473 0.897 0.372 2.746 -3.320 0.6245
C 0.258 1.127 -0.601 1.559 -3.098 3.223 -0.3340
H -1.897 0.068 0.621 -0.091 0.641 0.288 -0.1425
O 1.665 -1.474 -0.067 -1.339 0.821 1.046 -0.4170

=====

Entry 2:
112
Properties=species:S:1:pos:R:3:forces:R:3:lowdin_charge:R:1 method="wB97M-V/def2-TZVPD" e_above_lowest_ev=0.892 homo_ev=-9.42 homo_lumo_gap_ev=9.72
H -1.664 7.103 -2.907 -0.060 -0.133 0.028 0.0745
H -0.435 -1.379 -1.394 0.313 -0.371 0.349 0.0560
C 2.937 1.457 -4.022 0.236 1.059 -0.610 -0.6109
H -4.573 -2.208 -2.606 0.101 -0.573 0.129 0.0744
O -3.921 -2.157 3.205 0.502 0.153 0.643 -0.0356
H 3.560 -4.822 3.715 -0.583 -0.219 0.103 0.0749
H 3.797 2.885 -5.452 -0.289 -0.095 0.021 0.0490
C 0.308 -0.691 -0.990 -0.673 1.261 0.115 -0.6217
C -6.294 -1.839 3.334 -0.482 -0.704 1.039 -0.0630
C -4.527 3.210 -2.017 0.538 -0.416 -1.081 -0.0114
H 0.834 -0.812 -4.324 -0.164 -0.242 0.603 0.0539
H 2.807 1.446 1.249 -1.062 0.164 -0.505 0.0369
H -1.719 1.549 4.857 -0.053 0.000 -0.095 0.1222
H -1.035 -3.058 -3.688 -0.034 0.279 0.326 0.0830
O 0.076 1.408 2.836 -0.475 0.546 0.983 0.0676
H 5.836 -0.881 -3.197 0.190 -0.403 0.250 0.0878
C 0.722 1.318 3.859 0.247 -0.811 -0.313 -0.5427
C -4.025 -2.034 -0.485 1.822 2.585 0.545 -0.4033
O -5.140 4.953 -0.563 0.545 0.891 -1.231 0.0835
C -1.608 -1.259 3.056 -0.705 -0.732 1.164 0.0057
H -6.414 -1.734 2.256 0.704 0.231 0.089 0.0573
C -3.667 6.794 -2.106 0.546 0.991 -0.077 -0.2118
H -6.381 -0.900 3.880 0.524 0.306 -0.439 0.0761
H -5.215 -3.732 3.526 0.097 -0.018 -0.466 0.1113
C 4.384 -2.474 -1.211 -0.650 -0.607 0.266 -0.0238
H -3.240 -1.128 -2.372 -0.022 0.315 0.564 0.0371
C 3.647 -3.416 2.144 -1.234 -0.845 0.640 -0.2644
H -4.677 7.202 -2.156 0.144 0.328 0.041 0.1291
H -1.141 1.422 7.298 0.328 0.000 -0.086 0.0857
H -1.915 -0.263 2.736 -0.139 -0.269 -0.280 0.0733
H -1.149 -1.841 2.257 -0.630 0.037 -0.217 0.0369
C -5.108 -2.698 3.852 -0.939 0.127 -1.206 -0.1894
C -1.601 -2.636 -4.518 0.242 -0.406 -0.756 -0.0120
H 5.513 -2.612 -3.729 0.714 0.161 0.058 0.0865
H 2.312 0.412 2.877 0.153 0.196 0.024 0.0389
H 2.914 1.804 -0.574 -0.563 -0.439 0.182 0.0452
C 5.430 -4.981 1.711 -2.661 -2.562 -0.826 -0.5116
C 3.165 2.092 0.447 1.247 -0.516 0.072 -0.0364
C -2.746 -2.002 3.852 0.873 -0.132 1.811 -0.4503
C -0.926 2.165 5.282 -0.740 -0.154 -0.229 -0.2378
C -0.426 0.554 -0.461 0.308 -0.488 -0.439 -0.6033
H 7.274 -5.747 2.431 0.186 0.172 -0.072 0.0916
H -0.370 3.052 7.128 0.043 -0.212 0.249 0.0818
H 7.442 -4.106 1.634 -0.225 -0.045 0.526 0.0832
H 7.196 -5.512 0.671 -0.075 -0.359 0.099 0.0864
H 2.082 -3.771 3.536 0.051 -0.177 0.387 0.0813
H -6.122 -2.612 -0.150 0.118 0.149 -0.721 0.0913
O 4.613 -5.914 1.530 2.567 1.956 0.500 0.0531
C 2.832 3.547 0.594 -1.011 0.213 0.241 -0.4918
H 2.522 0.346 4.619 -0.037 0.453 0.203 0.0942
H 2.652 1.947 3.745 0.551 -0.194 0.116 0.1044
O -3.119 -1.579 0.255 -2.390 -1.754 -1.863 0.0389
H 2.367 0.530 -3.947 -0.112 0.375 -0.159 0.0175
H -5.024 -3.212 1.002 0.389 0.170 0.092 0.0580
H -4.956 -0.728 -1.989 0.221 0.480 0.526 0.0867
H -0.808 -1.134 3.786 -0.140 0.058 0.143 0.0691
C 5.110 -1.616 -3.545 -0.802 -0.330 -0.241 -0.0116
H -4.987 -3.963 -0.535 -0.175 0.163 -0.489 0.0928
H 3.556 -3.091 -0.859 -0.108 -0.115 -0.156 0.0632
H -1.193 0.265 0.257 -0.208 0.163 -0.369 0.0388
H -0.857 3.084 4.701 -0.289 0.190 0.174 0.1312
H 1.022 -0.431 -1.771 0.123 -0.191 0.312 0.0231
C 6.945 -5.076 1.638 -0.575 -0.092 -0.529 0.0256
Br 1.855 1.865 -6.787 1.133 0.244 0.833 0.6019
H 0.269 1.230 0.037 -0.174 0.188 -0.402 0.0140
C -0.045 -0.595 -4.931 0.416 -0.691 -0.476 -0.0511
C -2.692 7.382 -3.138 -0.389 -0.084 0.132 -0.0589
H 3.598 -3.215 4.353 -0.145 0.347 -0.198 0.0763
H 3.471 -2.347 2.018 0.793 0.029 -0.277 0.0629
H 4.449 -1.724 -0.423 0.361 0.316 -0.242 0.0797
C -5.103 -2.988 -0.062 0.297 -0.611 1.469 -0.0223
H 0.839 4.072 -0.281 0.401 0.121 -0.278 0.0622
H 4.721 -1.281 -4.507 -0.237 0.115 0.114 0.0727
C -4.547 4.664 -1.593 -1.336 -2.323 2.503 -0.5564
H -2.391 -1.969 -4.173 0.427 0.282 0.154 0.0511
H -3.926 2.624 -1.321 -0.309 0.155 0.369 0.0436
C -0.580 -1.935 -5.445 -0.154 0.745 -0.072 -0.4480
H -2.905 7.075 -4.162 -0.150 -0.076 0.075 0.0761
H 1.237 4.789 1.291 -0.148 -0.094 -0.020 0.0843
H 0.784 3.045 1.091 -0.006 0.137 0.363 0.0418
H 3.063 -3.937 1.385 -0.157 -0.056 0.097 0.1008
O 3.669 4.406 0.688 0.245 0.131 -0.044 0.0714
O 0.313 1.501 5.125 0.603 -0.176 -0.867 -0.0009
O -3.782 5.409 -2.325 0.950 0.054 -1.367 0.0078
H -2.102 2.817 6.941 -0.033 0.140 -0.119 0.0806
Br -1.267 1.464 -2.049 0.287 -0.404 1.154 0.6497
C -4.165 -1.474 -1.911 -0.230 -0.851 -0.339 -0.0262
C 3.977 -1.891 -2.555 3.415 -0.032 0.736 -0.4982
O -0.167 -2.341 -6.512 -0.652 -0.440 0.826 0.0636
H -4.015 3.040 -2.964 0.033 0.364 -0.168 0.0638
H -7.235 -2.308 3.621 -0.028 -0.509 0.186 0.0701
H -2.130 -3.482 -4.955 0.320 0.004 -0.480 0.0768
H 5.267 -3.113 -1.222 0.170 0.352 -0.146 0.0833
H -0.755 0.016 -4.374 0.144 -0.095 -0.154 0.0187
H 3.889 1.308 -3.512 -0.184 0.200 0.477 0.0567
H -2.743 8.470 -3.100 -0.050 0.021 0.048 0.0750
H -5.508 2.753 -2.147 -0.108 0.327 0.473 0.0847
C 3.360 1.887 -5.435 -0.891 -0.454 -0.063 -0.6064
O 5.001 -3.762 1.947 1.476 2.110 0.367 -0.0235
C 2.168 0.972 3.801 0.088 -0.497 -0.248 0.0241
H -5.163 -2.823 4.933 0.843 0.868 0.101 0.1172
C 3.170 -3.817 3.551 0.636 -0.269 -0.763 -0.0425
C -1.128 2.365 6.751 -0.380 0.489 0.266 -0.0632
Br 1.948 2.960 -3.126 0.629 -1.003 -0.451 0.6152
H 4.227 1.871 0.548 0.381 0.723 -0.261 0.0851
Br 1.267 -1.403 0.567 -0.222 -0.172 -0.566 0.7718
H 0.432 -0.100 -5.777 -0.623 0.207 -0.003 -0.0070
H 4.108 1.180 -5.793 -0.207 -0.046 -0.195 0.0500
C 1.328 3.893 0.676 0.518 -0.372 0.119 -0.0095
H -3.219 6.987 -1.131 -0.405 -0.098 0.261 0.1265
O -2.563 -2.356 5.025 -0.619 0.555 -2.393 0.0533
O 2.853 -1.681 -2.822 -3.043 0.562 -0.689 0.0750

=====

Entry 3:
78
Properties=species:S:1:pos:R:3:forces:R:3:lowdin_charge:R:1 method="wB97M-V/def2-TZVPD" homo_ev=-12.17 total_charge=+1 homo_lumo_gap_ev=7.90
H -2.557 -6.970 -1.663 -0.172 0.185 0.029 0.1412
H -4.953 -2.409 -4.723 0.007 -0.233 0.050 0.1328
C 1.613 2.657 0.365 0.808 -0.560 -0.574 -0.1413
H -4.221 0.519 -2.009 -0.037 0.178 0.064 0.1275
O -5.043 -6.257 -6.486 0.193 1.054 0.200 0.1617
H 0.205 -2.396 -2.667 -0.430 1.925 0.407 0.0896
Br -1.287 0.983 -0.109 0.402 2.234 -0.259 0.7978
O -4.710 -4.201 -7.375 0.000 -0.358 0.510 0.0694
O -7.153 3.214 -0.570 0.612 -0.883 -0.202 0.1635
O 4.454 4.026 6.917 -0.093 -0.558 -0.828 0.0781
H -2.933 -6.295 -3.265 -0.009 0.058 0.071 0.1383
H -3.363 -3.045 -5.205 -0.035 0.002 -0.035 0.1320
C 2.950 2.244 2.448 1.052 -0.952 -1.672 0.0425
O 3.970 -1.414 4.599 0.585 0.104 -0.684 0.0635
H -6.495 -0.218 -2.177 0.024 0.039 0.054 0.1361
O -5.283 2.141 -1.264 -0.397 0.060 0.082 0.0381
H -0.713 -5.475 -1.329 -0.061 0.040 -0.040 0.1375
O -7.066 0.951 -0.587 0.348 0.607 -0.069 0.0712
H 5.207 6.312 4.791 -0.055 -0.233 -0.090 0.1412
H 3.089 2.507 3.573 -0.245 -0.671 -2.272 0.1182
H -0.030 -1.364 -1.132 -0.283 0.155 -1.861 0.0581
O 1.511 -0.562 -3.969 -2.084 1.510 3.999 0.0697
H 3.759 -1.410 6.665 -0.044 0.035 -0.252 0.1399
C 4.320 -1.919 5.881 -0.539 -0.291 0.780 -0.1236
O 6.198 -1.691 4.598 -0.649 0.138 -0.696 0.0773
C -6.154 0.029 -1.168 -0.177 -0.891 -0.120 -0.1279
C 4.521 5.615 5.274 -0.083 0.932 -0.366 -0.1247
C 4.868 5.371 6.711 0.303 0.677 0.641 -0.1197
H 4.090 -2.988 5.914 0.026 0.073 -0.053 0.1386
N 1.850 2.896 1.775 2.748 -2.862 -2.437 0.0980
C -2.004 3.860 -1.214 1.036 -1.355 0.040 -0.1170
H 2.521 2.462 -2.572 -0.396 -1.583 0.677 0.1536
C 0.377 3.466 -0.275 -1.060 -2.522 0.406 -0.6057
H -4.300 0.658 -0.238 -0.082 -0.013 -0.054 0.0963
C 2.512 1.715 -0.481 0.790 -0.310 2.714 -0.0280
H 1.221 3.544 2.284 0.608 -0.663 -0.505 0.1708
C 5.101 -1.422 3.844 0.132 -0.040 -0.381 -0.5344
O 4.623 4.320 4.697 -0.122 -0.755 0.363 0.0446
O -1.657 -3.968 -2.360 -0.696 0.154 0.160 0.0219
C -6.559 2.198 -0.786 -0.893 1.009 0.312 -0.5426
C 0.860 -0.249 -2.943 1.148 -1.977 -2.908 -0.3789
H 3.095 0.717 -2.438 -1.298 0.811 0.584 0.1390
H 4.344 6.047 7.387 0.003 -0.255 0.021 0.1422
C -1.272 -5.333 -2.259 0.836 -0.474 -0.071 -0.1234
C 5.791 -1.646 5.960 0.516 0.051 0.857 -0.1226
C 4.450 3.417 5.703 0.023 -0.846 0.338 -0.5415
O 0.946 1.076 -2.410 0.881 -2.087 0.281 -0.1099
H -4.099 -2.217 -7.330 -0.059 -0.213 -0.088 0.1371
H 5.943 5.443 6.900 -0.082 -0.041 -0.032 0.1413
H -2.906 3.279 -1.601 1.165 0.861 0.918 0.0720
C -0.894 2.877 -0.540 2.005 2.644 -0.150 -0.6046
H 6.011 -0.653 6.362 -0.044 -0.051 -0.077 0.1363
O 4.311 2.231 5.538 0.022 1.158 -0.103 0.1259
C -4.889 -5.078 -6.349 -0.209 -1.269 -0.344 -0.5447
H 4.833 0.764 2.253 -1.926 1.143 -0.751 0.1015
O -4.870 -4.439 -5.146 -0.005 -0.223 -0.371 0.0539
Br 0.743 5.398 -0.660 -0.251 -2.054 0.457 0.7021
C -2.585 -6.054 -2.256 -0.161 -0.947 -0.265 -0.1175
O -3.470 -5.104 -1.678 0.326 0.914 -0.006 0.0780
C 2.300 1.448 -2.066 0.729 1.887 0.469 -0.1267
H -0.639 -5.623 -3.099 -0.063 0.227 0.047 0.1406
H -2.248 4.635 -0.408 0.095 -1.021 -1.427 0.0951
O -3.497 -2.838 -1.671 0.514 -0.609 -0.219 0.1291
C -4.793 -2.893 -6.828 -0.084 0.719 -0.482 -0.1316
H -1.202 -1.153 -2.624 1.782 -0.356 0.775 0.0946
C -4.440 -3.107 -5.387 0.210 0.570 0.608 -0.1409
H -1.472 4.315 -2.130 -0.926 -0.460 1.592 0.0786
H 3.497 5.979 5.147 0.057 -0.051 0.026 0.1369
O 5.126 -1.215 2.659 0.016 -0.177 0.830 0.1077
H 6.322 -2.394 6.550 0.063 0.058 -0.246 0.1403
C 3.715 0.987 0.191 -2.852 3.001 2.934 0.0902
C -4.862 0.788 -1.168 0.766 -0.371 -0.077 -0.1678
H -6.099 -0.888 -0.579 -0.144 0.157 -0.007 0.1391
H 4.384 0.278 -0.399 -1.034 1.132 0.999 0.1292
H -5.812 -2.519 -6.958 0.057 -0.045 0.032 0.1376
C -0.117 -1.363 -2.280 0.391 0.726 -0.121 -0.0331
C -2.929 -3.875 -1.883 -0.675 0.420 0.220 -0.5461
C 3.944 1.282 1.727 -2.824 1.609 -2.350 0.0565

=====

Entry 4:
56
Properties=species:S:1:pos:R:3:forces:R:3:lowdin_charge:R:1 method="wB97M-V/def2-TZVPD" homo_ev=-8.40 homo_lumo_gap_ev=8.27
C -0.565 3.360 3.935 0.088 -0.109 0.090 -0.0816
N -2.473 -0.202 -1.098 0.294 0.068 -0.599 0.0745
H 5.099 2.217 0.245 0.114 0.012 -0.079 0.1291
H -1.521 -0.500 -1.286 -0.107 0.012 0.238 0.0832
H 2.215 3.118 4.218 -0.075 0.018 0.071 0.0957
C 2.809 2.900 3.349 0.044 0.091 0.122 -0.0038
C 4.055 3.476 3.234 0.010 -0.014 -0.035 -0.0005
H -1.504 3.391 3.389 -0.074 0.026 -0.054 0.0819
N -1.633 -2.505 -4.020 0.071 -0.162 -0.031 -0.1800
C -3.256 0.275 -2.214 -0.363 -0.019 -0.132 -0.1742
H -2.528 -5.447 -5.411 0.047 0.064 -0.030 0.1237
C -2.994 -0.455 0.110 0.476 -0.210 0.365 -0.4741
H -0.946 -4.616 -5.520 -0.088 -0.008 0.011 0.1256
H -2.065 -0.775 -5.028 0.049 0.098 0.070 0.1172
C -0.676 -4.451 -2.950 0.062 0.267 0.279 -0.1934
C 2.504 0.925 0.341 -0.631 -0.242 0.149 0.0721
H -2.206 -3.204 -2.089 0.040 0.041 0.030 0.1260
C 0.221 -0.188 0.481 -0.480 -0.215 0.137 -0.3515
H -4.243 0.534 -1.823 0.153 0.075 -0.073 0.1185
H 4.429 4.133 4.002 0.040 0.066 0.074 0.1194
H 2.836 0.529 -0.596 0.007 -0.120 -0.211 0.1253
C 0.056 1.178 2.906 -0.346 -0.268 0.234 -0.2524
O -1.532 -5.308 -3.671 -0.099 -0.118 0.077 -0.1320
C -1.979 -1.102 1.077 -0.451 -0.193 -0.141 -0.0189
H -4.112 -0.462 -4.036 -0.062 -0.032 -0.021 0.1090
H -3.778 -1.701 -2.833 -0.077 -0.018 -0.001 0.1056
N 1.204 1.345 2.154 -0.207 -0.382 -0.497 0.1074
C 3.200 1.807 1.199 -0.316 0.136 0.492 -0.1465
H -1.224 -0.573 -3.493 0.033 0.090 -0.051 0.1157
H -0.596 -2.431 -2.217 -0.027 -0.019 0.065 0.1055
C -0.166 1.905 4.193 0.042 0.229 -0.072 -0.1680
H 0.725 1.845 4.818 -0.022 -0.044 0.056 0.1024
C -1.312 -3.078 -2.726 0.185 -0.303 -0.151 -0.1699
C -3.382 -0.797 -3.299 0.167 0.137 0.068 -0.1516
H -0.698 3.882 4.879 -0.012 0.109 0.053 0.0766
C 4.461 2.398 1.094 0.128 0.230 0.273 0.0573
H -2.788 1.175 -2.627 -0.091 0.000 0.024 0.1232
H -0.982 1.398 4.707 0.144 -0.064 -0.047 0.1174
H 0.268 -4.322 -3.501 -0.045 0.002 0.068 0.1271
H -2.481 -1.287 2.026 0.094 0.028 -0.183 0.1310
C -2.033 -1.115 -3.989 -0.190 0.002 0.015 -0.1861
H -0.477 -4.947 -1.999 0.040 0.066 -0.036 0.1245
H -2.733 -2.942 -5.730 -0.045 -0.019 -0.032 0.1264
C -1.858 -4.741 -4.917 -0.253 0.196 -0.253 -0.2001
O -4.134 -0.218 0.442 -0.398 -0.013 0.175 0.0637
H -3.494 -3.525 -4.224 0.010 0.024 -0.051 0.1252
H -1.624 -2.039 0.637 -0.023 0.062 0.071 0.1315
C 4.855 3.220 2.119 -0.048 -0.155 -0.221 -0.2727
F 6.066 3.814 2.061 -0.076 -0.030 0.019 0.0578
N -0.888 0.411 2.515 -0.354 0.376 0.867 0.1680
H 0.189 3.884 3.351 0.034 0.107 -0.041 0.0656
O 0.222 -0.792 -0.587 0.317 -0.006 -0.020 0.0448
C -2.534 -3.378 -4.748 0.209 -0.271 -0.014 -0.1711
N -0.831 -0.262 1.351 0.635 -0.039 -0.567 -0.0385
C 1.303 0.659 0.940 0.757 0.228 -0.333 -0.0806
C 2.371 2.058 2.328 0.674 0.216 -0.216 -0.1307